[1]
82
Properties=species:S:1:pos:R:3:forces:R:3:lowdin_charge:R:1 method="wB97M-V/def2-TZVPD" homo_energy_ev=-11.215 charge=+1 lumo_ev=-2.66 max_force_ev_per_a=2.2
C -2.365935 0.179237 -4.728588 0.1 -0.3 -0.1 -0.095
C -1.046949 -0.602956 -4.593506 -0.3 0.6 0.6 -0.229
C -0.895580 -1.148102 -3.166862 -0.5 0.1 -0.6 -0.252
N -0.466416 -0.090489 -2.234810 -0.1 -0.6 0.3 -0.028
C 0.814769 -0.180667 -1.582359 0.8 0.3 -0.6 -0.596
S 2.052826 -0.432991 -2.894942 0.4 0.1 0.2 0.957
N 0.786355 -1.161340 -0.468388 -0.7 -0.9 0.1 0.097
C 0.790798 -2.583340 -0.644096 -0.3 -0.4 -0.3 -0.281
C -0.389741 -3.311361 -0.679896 -0.6 0.4 0.2 -0.035
C -0.374119 -4.680323 -0.873891 0.7 0.0 -0.1 -0.027
C 0.868286 -5.273255 -1.042639 -0.4 0.3 0.1 -0.029
C 1.989392 -4.457622 -0.989062 0.3 -0.5 -0.1 -0.105
N 1.977840 -3.143715 -0.806873 -0.1 0.3 0.1 0.152
C 0.195233 -0.516724 0.539448 1.3 1.0 -0.4 -0.347
N -0.725539 -1.007569 1.341608 -0.4 -0.2 0.6 -0.228
S -1.501420 -0.163623 2.616798 0.1 0.0 0.4 0.912
N 0.623773 0.800170 0.615633 0.1 -0.9 -0.3 0.051
C 1.503775 0.910940 1.800692 0.0 0.7 1.0 -0.192
C 1.704009 2.343335 2.306752 -0.2 -0.4 0.3 -0.039
C 1.182434 1.138007 -0.742396 -2.0 0.8 -0.5 -0.276
C 0.195272 2.239521 -1.310883 0.8 0.9 0.6 -0.063
C 0.394717 3.649364 -0.790030 0.2 0.7 0.4 -0.182
C 1.358997 4.487551 -1.380268 -0.4 -0.2 0.2 -0.046
C 1.568605 5.795920 -0.967074 -0.2 -0.4 -0.1 -0.066
C 0.794578 6.326422 0.059983 0.1 -0.6 -0.2 -0.064
C -0.168063 5.517043 0.656484 0.4 0.2 -0.4 -0.041
C -0.386180 4.195199 0.245197 0.0 0.1 0.0 -0.228
C -1.487504 3.440398 0.956245 0.1 0.4 -0.3 -0.045
C 2.584049 1.720517 -0.824269 0.5 -0.9 0.3 -0.087
C 3.873019 0.936242 -0.428012 1.2 -0.2 -0.4 -0.640
N 4.573837 1.483617 0.729088 -0.2 -0.3 -0.1 0.090
N 3.650413 -0.483497 -0.131252 -0.1 0.1 0.2 0.072
N 4.805962 1.150875 -1.543400 -0.5 0.3 0.0 0.072
H -3.139043 -0.421494 -5.200649 -0.1 -0.1 0.0 0.073
H -2.234836 1.079152 -5.316722 -0.1 0.1 -0.1 0.070
H -2.746249 0.472268 -3.753699 0.0 0.2 0.2 0.062
H -0.253681 0.120384 -4.741033 0.4 -0.3 -0.3 0.083
H -0.997177 -1.409399 -5.315996 0.2 0.0 -0.2 0.107
H -0.305196 -2.059684 -3.143743 0.3 0.1 0.1 0.085
H -1.897724 -1.449935 -2.862533 -0.1 -0.2 0.2 0.115
H -1.219409 0.075669 -1.580757 0.1 0.2 0.1 0.115
H 1.831243 -1.707378 -3.239090 -0.3 0.0 0.2 -0.098
H -1.337928 -2.800559 -0.584886 -0.1 0.1 -0.1 0.114
H -1.284026 -5.253265 -0.925821 -0.2 0.0 0.0 0.119
H 0.968317 -6.329334 -1.217067 0.1 -0.2 0.0 0.113
H 2.959596 -4.917407 -1.102217 0.2 0.1 -0.1 0.117
H -1.007454 -1.968162 1.220985 0.1 -0.1 0.0 0.088
H -2.284748 0.657651 1.897763 0.1 -0.1 -0.3 -0.106
H 2.456928 0.413505 1.656839 -0.1 -0.1 -0.5 0.085
H 1.016411 0.369768 2.605753 -0.1 -0.1 0.0 0.071
H 1.483091 3.104399 1.568750 0.1 0.1 -0.2 0.062
H 1.066163 2.520033 3.168113 -0.2 0.1 0.0 0.078
H 2.718896 2.447101 2.672580 0.2 0.2 -0.1 0.073
H 0.290117 2.294099 -2.388765 0.0 -0.3 -0.2 0.130
H -0.809059 1.965569 -1.035523 -0.2 -0.3 -0.2 0.088
H 1.944467 4.077740 -2.189396 0.1 0.1 -0.2 0.111
H 2.321485 6.376631 -1.473429 0.1 0.2 0.0 0.105
H 0.950092 7.351121 0.354395 -0.1 0.1 0.2 0.105
H -0.767986 5.949723 1.442528 -0.2 -0.1 0.1 0.112
H -1.103344 2.930414 1.834977 0.0 -0.2 0.1 0.055
H -2.001886 2.741799 0.303065 0.0 -0.2 0.0 0.065
H -2.234866 4.159032 1.276270 -0.1 0.0 0.2 0.083
H 2.698685 2.047907 -1.851274 0.0 0.0 -0.2 0.098
H 2.617180 2.635030 -0.249645 -0.3 0.2 0.1 0.102
H 4.357228 0.986869 1.579050 -0.1 0.2 0.2 0.061
H 4.430018 2.475950 0.836344 0.1 0.1 0.1 0.082
H 4.305683 -0.798968 0.574619 0.1 0.1 0.1 0.084
H 3.878326 -1.027739 -0.949821 -0.3 -0.1 -0.1 0.040
H 5.604582 0.539013 -1.450599 0.2 0.1 0.1 0.081
H 4.361924 0.983392 -2.436325 0.1 -0.2 0.0 0.029
C -6.672362 -4.638019 3.638678 -0.2 -0.1 0.0 -0.029
O -5.382803 -4.877843 4.213751 0.0 0.0 0.0 0.013
C -4.586221 -3.818556 4.242976 0.0 -0.1 0.0 -0.626
O -4.846800 -2.717685 3.829501 0.0 0.1 -0.1 0.115
O -3.428688 -4.179529 4.802816 0.0 0.0 0.0 0.010
C -2.489085 -3.114817 4.911584 0.2 0.0 0.1 -0.054
H -7.205515 -5.582200 3.683234 0.1 0.0 0.1 0.096
H -7.212927 -3.887687 4.211117 0.0 0.1 0.0 0.100
H -6.576767 -4.322274 2.601850 0.0 0.1 0.0 0.096
H -2.877598 -2.317996 5.543179 0.0 0.1 -0.1 0.103
H -2.244289 -2.722012 3.926095 -0.1 0.1 0.0 0.044
H -1.594256 -3.529064 5.367749 -0.1 -0.1 0.0 0.098


[2]
78
Properties=species:S:1:pos:R:3:forces:R:3:lowdin_spin:R:1 method="wB97M-V/def2-TZVPD" de_lowest_kcal_mol=60.2 homo_energy_ev="-11.763 / -11.768" charge=+2 lumo_ev="-5.84 / -5.86" multiplicity=8 max_force_ev_per_a=5.5
N -3.010684 6.694960 -2.544838 0.9 -0.2 0.1 -0.005
C -3.018077 6.446532 -1.227373 -0.1 -0.7 -0.4 0.001
C -2.623693 5.222863 -0.670145 0.3 -0.1 -0.4 -0.005
C -2.093987 4.193604 -1.494450 -0.1 0.4 -0.8 -0.001
C -2.095172 4.465600 -2.892167 -0.3 0.7 0.1 -0.005
C -2.508603 5.750176 -3.352561 -0.2 -0.9 0.5 0.001
C -1.627165 2.910431 -0.888408 -1.9 -0.7 -2.3 -0.027
Eu 0.466564 2.631745 0.032216 2.0 0.6 4.1 6.957
P 3.112045 1.842200 -0.244832 3.9 -0.9 1.8 -0.017
C -0.919714 1.855850 -1.538089 -4.7 -2.3 -1.8 0.028
C -0.851254 0.458291 -1.040010 -0.1 2.7 -0.9 0.014
C -0.226581 -0.581562 -1.792531 0.4 -1.1 0.4 0.001
C -0.038537 -1.842041 -1.307168 -0.2 0.4 -0.2 0.013
C -0.482834 -2.281028 0.065339 -1.1 2.2 -0.9 0.005
C -1.325665 -1.190751 0.701882 -0.5 0.6 -0.2 0.031
C -1.449536 0.081165 0.197607 -0.4 -1.6 0.7 -0.002
Br 1.115856 -2.264190 1.091092 1.9 -0.9 1.6 0.012
H -2.227093 2.666619 0.003338 0.6 0.0 -0.1 0.000
H -0.597054 1.954334 -2.589876 0.1 0.4 0.5 0.002
H -2.787993 5.046520 0.392792 0.3 0.1 -0.1 0.000
H -1.926823 3.695357 -3.658807 0.3 0.3 0.6 0.000
H -3.373793 7.257514 -0.593753 -0.1 -0.2 -0.1 0.000
H -2.467322 5.990971 -4.432949 -0.2 -0.2 0.8 0.000
H 0.202181 -0.361990 -2.765430 0.0 0.1 0.0 0.000
H -2.107536 0.793301 0.720158 0.5 -0.4 -0.1 0.000
H 0.687919 -2.515810 -1.747696 -0.3 0.1 -0.5 0.001
H -1.687199 -1.421072 1.704568 -0.2 0.1 -0.3 0.001
P -1.307426 -3.925656 0.043623 0.4 0.8 0.0 0.002
C 2.860269 3.705574 0.073371 -1.0 1.1 -1.9 -0.006
C 3.754549 4.940034 -0.318548 0.3 -0.1 -0.4 0.001
H 2.478588 3.925012 1.111891 0.1 -0.7 -0.8 0.000
H 2.040163 3.827758 -0.710316 1.0 1.0 0.8 0.000
H 3.111214 5.835538 -0.250456 -0.1 -0.5 -0.3 0.000
H 4.571053 5.239476 0.351135 0.0 -0.9 -0.1 0.000
H 4.127910 4.860878 -1.362764 -0.2 0.0 0.8 0.000
C 2.562053 0.228093 -1.045312 -1.7 0.1 -1.4 0.000
C 3.620588 -0.822058 -1.398913 0.5 0.3 -0.1 0.003
H 1.973154 0.464298 -1.943478 0.3 -0.1 0.2 0.001
H 1.871747 -0.263670 -0.337133 0.2 0.7 -0.3 0.001
H 3.215352 -1.508869 -2.145300 -0.2 0.2 -0.1 0.000
H 4.529207 -0.396785 -1.826238 0.0 0.0 0.1 0.000
H 3.877389 -1.450801 -0.546417 0.0 0.2 0.0 0.000
C 3.539241 1.047445 1.363134 -0.2 0.3 0.2 0.000
C 4.884284 0.341161 1.481076 0.5 0.0 0.4 0.000
H 2.740484 0.320660 1.572927 0.1 0.2 0.1 0.000
H 3.496039 1.841767 2.118235 0.0 -0.2 0.1 0.000
H 4.976415 -0.022197 2.506833 0.1 0.0 0.0 0.000
H 5.044451 -0.523225 0.837950 -0.3 0.2 -0.1 0.000
H 5.723848 1.014826 1.312981 -0.1 0.1 -0.1 0.000
C -1.670699 -4.377711 1.744755 -0.1 0.0 0.4 0.000
C -2.286044 -5.766183 1.953868 -0.1 -0.2 0.0 0.000
H -2.336796 -3.599709 2.142123 0.2 -0.1 -0.1 0.000
H -0.712821 -4.294689 2.280675 -0.2 0.0 -0.1 0.000
H -3.289495 -5.843457 1.514454 0.3 0.0 0.0 0.000
H -1.645489 -6.548940 1.530083 -0.2 0.1 0.1 0.000
H -2.385379 -5.978704 3.026882 0.1 0.1 -0.3 0.000
C -0.137696 -5.079622 -0.694436 0.1 -0.5 0.2 0.000
C -0.191286 -5.210513 -2.215210 0.0 -0.1 -0.4 0.000
H -0.340798 -6.059710 -0.236983 0.1 0.2 -0.1 0.000
H 0.860576 -4.769154 -0.344750 -0.3 -0.1 0.0 0.000
H -1.137924 -5.653608 -2.545890 0.2 0.1 0.1 0.000
H -0.058254 -4.251961 -2.726834 -0.1 -0.2 0.1 0.000
H 0.611215 -5.880757 -2.545612 -0.2 0.2 0.1 0.000
C -2.754632 -3.576067 -0.967108 -0.2 -0.4 -0.4 0.001
C -3.962765 -3.037685 -0.206769 -0.3 0.1 0.2 0.001
H -3.009354 -4.500055 -1.504075 0.0 0.2 0.1 0.000
H -2.406002 -2.844961 -1.713188 -0.1 -0.3 0.1 0.000
H -3.780613 -2.034134 0.194528 0.0 -0.3 -0.1 0.000
H -4.815151 -2.964863 -0.891921 0.2 0.0 0.1 0.000
H -4.256407 -3.696357 0.619622 0.0 0.1 -0.2 0.000
N 0.932067 1.693104 4.268505 0.1 -0.1 -0.2 0.000
C 0.008072 1.391918 3.339571 -0.1 0.0 -0.3 0.000
N -0.961750 0.513964 3.719934 0.4 0.5 -0.2 0.000
O 0.048911 1.894644 2.173057 -0.2 -0.4 1.8 -0.011
H 0.976867 1.211166 5.165523 0.0 0.4 -0.5 0.000
H 1.677931 2.316385 3.990164 -0.1 -0.3 0.2 0.000
H -1.841701 0.575025 3.230524 0.1 -0.2 0.1 0.000
H -0.963395 0.193761 4.682319 -0.3 0.2 -0.3 0.000


[3]
78
Properties=species:S:1:pos:R:3:forces:R:3:lowdin_spin:R:1 method="wB97M-V/def2-TZVPD" de_lowest_kcal_mol=7.5 homo_energy_ev="-19.318 / -19.587" charge=+4 lumo_ev="-13.39 / -14.81" multiplicity=4 max_force_ev_per_a=8.3
N 3.848487 -4.829666 -5.355427 -3.4 2.2 1.8 0.723
C 2.880172 -5.492750 -4.716406 0.6 -1.7 -0.3 0.078
C 1.810761 -4.835968 -4.092993 0.7 0.7 -0.3 0.048
C 1.750900 -3.436035 -4.156659 0.0 0.5 0.3 -0.017
C 2.744196 -2.748265 -4.862902 0.4 -1.2 0.1 0.045
C 3.790835 -3.503184 -5.440721 1.2 0.6 -0.9 0.075
C 0.622820 -2.720997 -3.425615 0.5 -1.1 -3.0 0.033
Re 0.853646 -1.463937 -1.899279 2.2 -3.3 7.3 0.653
P -2.316746 3.427268 -0.653932 -3.2 4.6 0.4 0.491
C 0.319115 -1.295391 -3.736891 -2.2 -0.2 -3.1 0.014
C -0.801427 -0.780026 -2.938011 -1.1 -0.9 -1.3 -0.004
C -1.378352 0.515214 -3.054117 0.4 0.8 1.1 0.083
C -2.141189 1.021934 -2.018825 0.3 0.4 -1.1 0.046
C -2.393587 0.311892 -0.795782 1.9 -2.6 -0.6 0.052
C -2.042205 -1.035080 -0.790649 0.1 0.5 -0.8 -0.001
C -1.250848 -1.654552 -1.864483 -2.8 1.5 0.3 0.053
Br -2.626595 1.018146 0.918541 -0.7 0.2 -0.1 0.147
H -0.247956 -3.402094 -3.420709 0.4 0.3 0.6 -0.002
H 0.555131 -0.840137 -4.691171 0.4 0.2 0.2 0.007
H 1.056491 -5.394380 -3.543124 0.3 -0.2 -0.3 0.005
H 2.753994 -1.662873 -4.964598 0.2 -0.4 -0.1 0.005
H 2.961335 -6.581989 -4.684619 0.0 0.1 0.0 0.016
H 4.588108 -2.982922 -5.980638 -0.1 -0.2 0.0 0.016
H -1.063348 1.122490 -3.910487 -0.6 -0.1 0.3 0.004
H -1.603386 -2.666088 -2.121796 0.8 0.0 0.5 0.019
H -2.583610 2.000930 -2.223040 0.1 -0.8 0.0 0.016
H -2.312504 -1.689600 0.030163 -0.1 0.3 0.1 0.001
P 2.518920 0.065258 -1.475097 2.5 2.7 0.4 0.038
C -4.140191 3.433613 -1.153832 -0.1 -1.5 -0.1 0.034
C -4.843974 4.729671 -1.574651 0.4 0.6 0.0 0.019
H -4.674217 2.983933 -0.304134 0.2 0.0 -0.2 -0.001
H -4.248501 2.722038 -1.984004 -0.2 0.1 0.2 0.000
H -5.912024 4.510420 -1.759849 0.5 -0.1 0.2 0.005
H -4.796194 5.516856 -0.805934 0.0 -0.3 -0.3 0.000
H -4.430835 5.121813 -2.516728 -0.1 0.0 0.4 0.000
C -1.573850 4.576359 -1.912552 1.2 -0.8 -0.6 0.084
C -1.471321 6.076838 -1.617476 -0.1 0.4 0.4 0.025
H -2.083656 4.427415 -2.877974 0.0 -0.3 0.4 0.004
H -0.558000 4.160485 -2.035169 -0.1 0.4 -0.3 0.005
H -1.014686 6.592618 -2.473348 -0.1 -0.4 0.1 0.006
H -2.449244 6.547433 -1.461330 0.2 -0.2 0.0 0.001
H -0.837090 6.285564 -0.749459 -0.2 0.0 -0.1 0.001
C -2.524106 4.516393 0.829734 1.2 -0.6 0.8 0.062
C -3.536798 4.122210 1.897410 -0.1 -0.2 0.1 0.008
H -2.725101 5.534105 0.475324 0.1 -0.3 -0.3 0.018
H -1.516676 4.530928 1.264311 -0.1 0.3 0.2 0.002
H -3.284701 4.607553 2.847410 -0.1 0.0 -0.3 0.002
H -4.560569 4.400611 1.633295 0.2 0.0 0.0 0.000
H -3.525750 3.044603 2.074853 -0.1 0.2 0.2 0.004
C 2.679847 0.508570 0.299130 -0.7 -0.6 0.5 0.011
C 3.773376 1.510919 0.677269 0.2 0.2 -0.2 0.004
H 2.814159 -0.439559 0.843228 0.0 0.3 -0.2 -0.001
H 1.692993 0.886717 0.606232 0.1 0.0 0.0 0.000
H 4.777287 1.088589 0.529884 -0.3 0.2 0.0 0.000
H 3.683640 2.446702 0.110773 0.2 -0.2 0.2 0.000
H 3.670276 1.761956 1.742954 0.0 -0.1 -0.3 0.001
C 2.182799 1.667657 -2.303497 -0.3 -0.1 -0.2 0.030
C 2.619626 1.726985 -3.764964 0.1 0.1 -0.3 0.001
H 2.663604 2.451359 -1.706588 0.0 -0.2 -0.1 0.004
H 1.096237 1.833444 -2.232974 0.2 0.0 0.1 0.001
H 3.701402 1.582599 -3.888051 -0.3 0.1 0.1 0.000
H 2.095175 0.976666 -4.375236 0.1 0.2 0.1 0.000
H 2.383864 2.718201 -4.175617 0.0 -0.3 0.1 0.001
C 4.201053 -0.484956 -1.978764 -0.3 -0.2 -0.6 -0.015
C 4.650577 -1.811385 -1.370192 0.1 -0.1 0.1 0.001
H 4.893444 0.335067 -1.733912 -0.3 -0.1 0.0 -0.002
H 4.172577 -0.561605 -3.075897 0.1 0.1 0.2 0.000
H 5.637494 -2.064998 -1.781830 -0.3 0.0 0.3 0.000
H 4.727649 -1.749837 -0.276085 0.0 -0.1 -0.3 0.000
H 3.956047 -2.624895 -1.625193 0.2 0.1 0.1 0.000
N -0.406587 -3.274250 1.188216 0.5 0.6 -0.2 0.002
C 0.823122 -2.717202 1.241080 0.0 -0.6 1.7 0.003
N 1.397994 -2.630008 2.471144 -0.2 0.4 -1.6 0.001
O 1.476950 -2.340753 0.222645 -0.6 0.7 -1.8 0.033
H -0.836130 -3.572150 2.055989 -0.2 -0.1 -0.4 0.000
H -0.907871 -3.315343 0.307520 0.3 -0.3 0.6 0.001
H 2.298099 -2.172062 2.541128 -0.2 -0.3 0.1 0.000
H 0.877385 -2.805303 3.311296 0.0 -0.1 0.2 0.000